Record 1
This record from the Open Molecules 2025 dataset describes C55H63BrCdGe2NO4S4 as an isolated structure at a distorted geometry. The level of theory is ωB97M-V/def2-TZVPD.

Structure (XYZ):
```
131
Properties=species:S:1:pos:R:3:forces:R:3:lowdin_charge:R:1
Cd 0.102500 0.232400 -0.719800 0.3 0.9 0.0 0.883
C 1.034600 9.155200 -3.047700 0.0 -0.1 0.0 -0.052
C -0.025100 8.100400 -3.182700 0.0 0.0 0.0 -0.274
C -0.884100 7.788200 -2.141800 0.0 0.0 -0.1 -0.031
C -1.871400 6.823700 -2.288600 0.0 0.0 -0.1 -0.251
C -2.807900 6.514400 -1.160400 0.1 0.0 0.0 -0.029
C -1.969100 6.122200 -3.490100 0.2 0.4 0.0 -0.172
C -1.102200 6.411100 -4.545500 0.0 -0.1 0.1 -0.197
C -1.164700 5.616700 -5.814500 0.0 0.0 -0.1 -0.027
C -0.158600 7.413000 -4.380000 -0.1 0.0 0.1 -0.020
C -3.097300 5.189900 -3.714000 -0.2 0.2 -0.1 -0.233
C -4.218600 5.739900 -4.332100 0.0 0.1 0.0 -0.040
C -5.324500 4.962800 -4.602400 -0.1 0.0 -0.1 -0.066
C -5.321500 3.632200 -4.234200 0.0 -0.1 0.0 -0.037
C -4.213300 3.065200 -3.610800 -0.3 0.0 0.0 -0.226
C -3.084800 3.847500 -3.358800 0.9 -0.3 0.5 -0.179
Ge -1.453000 3.016200 -2.493100 0.6 0.3 -0.3 0.069
S -2.052600 1.588300 -0.991100 0.2 -0.2 0.1 0.158
S 0.157100 4.289500 -1.430200 0.0 -0.6 -0.6 0.288
Ge 1.641700 2.952200 -2.581400 -0.5 0.4 -0.2 0.048
S 2.312100 1.133100 -1.613300 -0.3 -0.2 0.3 0.125
S 0.057200 2.399300 -4.144200 -0.1 0.3 0.7 0.247
C 3.312600 3.953000 -3.111000 -0.8 -0.5 0.1 -0.184
C 3.792600 4.002000 -4.414800 0.2 0.0 -0.1 -0.223
C 5.017200 4.610700 -4.678600 0.0 0.0 -0.1 -0.041
C 5.756400 5.182600 -3.663000 0.1 0.0 -0.1 -0.064
C 5.286600 5.121800 -2.365800 0.0 0.1 0.0 -0.033
C 4.076600 4.503800 -2.083500 0.2 0.1 0.0 -0.237
C 3.658500 4.392900 -0.668400 0.0 0.1 0.3 -0.175
C 2.832500 5.348600 -0.082200 0.1 0.0 0.0 -0.261
C 2.409700 6.585900 -0.819500 0.0 0.0 0.0 -0.062
C 2.425700 5.168000 1.234700 0.1 -0.1 0.1 -0.022
C 2.848800 4.081000 1.979600 0.0 0.1 0.0 -0.284
C 2.385600 3.875000 3.390100 0.0 0.0 0.0 -0.049
C 3.739700 3.184300 1.403500 0.0 0.0 -0.2 -0.015
C 4.161400 3.329800 0.093600 0.0 0.0 0.1 -0.243
C 5.177300 2.389900 -0.484800 0.0 0.0 -0.1 -0.066
C 3.045600 3.443500 -5.566400 -0.1 -0.1 -0.3 -0.169
C 2.360200 4.326000 -6.404800 0.0 0.0 0.1 -0.216
C 2.361600 5.792400 -6.091200 0.0 0.0 0.0 -0.031
C 1.679900 3.830000 -7.504500 0.0 0.0 0.0 -0.020
C 1.678700 2.475200 -7.800400 0.1 0.0 0.0 -0.273
C 0.912600 1.944800 -8.976500 0.0 0.0 0.1 -0.052
C 2.400000 1.618700 -6.982100 -0.1 0.1 0.0 -0.017
C 3.089100 2.081900 -5.869000 0.1 0.1 0.0 -0.230
C 3.873100 1.129900 -5.017100 -0.1 0.0 0.0 -0.032
C -4.309100 1.637600 -3.225600 -0.2 -0.5 0.0 -0.206
C -3.735700 0.640100 -4.013500 -0.1 0.1 0.0 -0.219
C -3.020400 0.973000 -5.290000 0.1 0.0 0.0 -0.038
C -3.824900 -0.682700 -3.598900 0.0 0.0 0.1 -0.019
C -4.486700 -1.037200 -2.435600 0.1 0.1 -0.1 -0.284
C -4.547100 -2.470800 -1.999400 -0.1 0.0 -0.1 -0.061
C -5.103200 -0.037500 -1.695400 0.0 0.1 -0.1 -0.037
C -5.024800 1.291500 -2.073900 -0.1 0.0 -0.1 -0.277
C -5.657400 2.356000 -1.225900 0.1 0.0 0.0 -0.037
H 1.019800 9.602900 -2.057000 0.0 0.1 0.1 0.072
H 0.892500 9.941300 -3.790200 0.0 0.1 0.0 0.077
H 2.018400 8.718300 -3.216500 0.1 0.0 0.0 0.073
H -0.794500 8.309900 -1.198400 0.0 0.1 0.1 0.114
H -2.728800 7.263500 -0.375300 0.0 0.0 0.1 0.077
H -2.556600 5.541100 -0.732800 -0.1 -0.1 0.1 0.068
H -3.838300 6.465900 -1.512400 -0.1 0.0 0.1 0.083
H -2.191500 5.370600 -6.079800 0.0 0.0 -0.1 0.079
H -0.631500 4.673200 -5.680800 0.0 -0.1 0.0 0.040
H -0.700600 6.152200 -6.639500 0.0 0.1 -0.1 0.074
H 0.481300 7.680000 -5.208200 0.1 0.0 -0.1 0.105
H -4.207000 6.787400 -4.605500 0.0 0.1 0.0 0.124
H -6.182700 5.387000 -5.106900 -0.1 0.0 0.0 0.101
H -6.181300 3.007600 -4.436500 0.0 -0.1 0.0 0.122
H 5.384100 4.620600 -5.697700 0.0 0.0 0.0 0.123
H 6.697300 5.666500 -3.883600 0.1 0.0 0.0 0.099
H 5.856800 5.549700 -1.552700 0.0 0.0 0.1 0.122
H 2.757000 6.562800 -1.849800 -0.1 0.1 -0.1 0.073
H 2.822100 7.470200 -0.329300 0.1 0.1 0.0 0.089
H 1.325000 6.678000 -0.830700 0.0 0.0 0.0 0.031
H 1.767100 5.896400 1.685600 -0.1 0.1 0.1 0.119
H 1.700300 4.663200 3.690000 -0.1 0.0 0.1 0.074
H 3.238100 3.875200 4.068700 0.0 0.0 0.1 0.077
H 1.881600 2.914700 3.485400 -0.1 -0.1 0.0 0.071
H 4.103700 2.349000 1.985900 0.0 -0.1 0.1 0.121
H 5.364600 1.567300 0.201000 0.0 -0.1 0.0 0.077
H 6.116100 2.912000 -0.678900 0.1 0.0 0.0 0.081
H 4.829900 1.971900 -1.427800 0.0 0.0 0.0 0.030
H 1.924700 5.955800 -5.106200 0.0 0.1 0.0 0.076
H 1.794200 6.354700 -6.830700 -0.1 0.0 0.0 0.073
H 3.380500 6.179000 -6.063700 0.0 0.1 0.0 0.080
H 1.137400 4.513100 -8.145000 -0.1 0.1 -0.1 0.111
H 0.623300 2.748800 -9.650300 0.0 0.0 -0.1 0.070
H 0.008600 1.444200 -8.630500 -0.1 -0.1 -0.1 0.081
H 1.507200 1.219500 -9.529100 0.0 -0.1 -0.1 0.075
H 2.425300 0.561000 -7.207400 0.0 -0.1 0.0 0.120
H 4.191500 0.270200 -5.602900 0.0 -0.1 0.0 0.079
H 3.255000 0.771800 -4.190800 0.1 -0.1 0.0 0.031
H 4.746800 1.618000 -4.586600 0.1 -0.1 0.0 0.082
H -3.324300 1.949500 -5.664000 0.0 0.0 -0.1 0.078
H -3.228000 0.218700 -6.048000 0.0 0.0 -0.1 0.080
H -1.939700 0.993300 -5.134600 0.0 0.0 0.0 0.019
H -3.344600 -1.455600 -4.181500 0.1 -0.1 -0.1 0.117
H -3.696400 -3.020600 -2.394000 0.0 -0.1 0.0 0.055
H -5.468100 -2.936100 -2.357500 0.0 -0.1 0.0 0.077
H -4.531900 -2.544600 -0.914200 0.0 -0.1 0.1 0.073
H -5.637900 -0.298500 -0.791200 0.0 0.0 0.1 0.114
H -6.149900 1.916400 -0.361000 -0.1 0.0 0.0 0.075
H -6.381200 2.935500 -1.800000 0.0 0.1 0.1 0.075
H -4.892000 3.042000 -0.864500 0.1 0.1 0.0 0.073
O -1.910200 1.777800 2.235300 -0.1 0.2 0.5 -0.113
H -2.108800 0.827500 2.151100 0.0 0.0 -0.2 0.006
H -2.252500 2.156300 1.413300 0.1 0.0 -0.2 -0.040
O 0.665600 1.514000 1.442500 0.0 -0.3 0.0 -0.173
H -0.222900 1.700000 1.821400 -0.1 0.0 0.0 -0.009
H 1.008300 2.365100 1.149500 0.1 0.1 -0.2 0.004
O -2.247000 -0.831500 1.336900 -0.2 -0.1 0.2 -0.120
H -2.628100 -0.746800 0.452900 0.1 -0.1 -0.1 -0.013
H -1.431200 -1.338500 1.235400 0.0 -0.1 -0.2 -0.032
O 2.932300 -2.167900 -0.934100 0.4 -0.2 0.1 -0.125
H 2.975500 -1.243000 -1.210800 -0.1 0.0 -0.1 -0.069
H 2.063900 -2.481700 -1.213400 -0.2 0.2 -0.1 -0.058
Br -0.558300 -1.992000 -1.734900 -0.1 -0.6 -0.2 -0.218
N 0.747600 -1.537600 1.255500 0.0 0.1 0.2 0.139
C 1.622500 -2.062200 1.781200 -0.8 0.4 -0.4 -0.136
C 2.611400 -2.743300 2.525100 0.7 -0.5 0.6 -0.207
C 2.321100 -3.068300 3.852900 0.0 0.0 -0.1 -0.025
C 3.249200 -3.763900 4.604100 0.0 0.0 0.1 -0.083
C 4.460300 -4.134600 4.040500 0.0 0.0 0.0 -0.087
C 4.751400 -3.800100 2.726600 0.1 -0.1 0.1 -0.071
C 3.832500 -3.106800 1.959100 -0.1 0.1 -0.1 -0.010
H 1.370400 -2.773800 4.270200 -0.1 0.0 0.1 0.119
H 3.039300 -4.018400 5.633000 -0.1 0.0 0.0 0.102
H 5.179700 -4.683400 4.633000 0.0 0.0 0.0 0.101
H 5.706200 -4.087000 2.310700 0.0 0.0 -0.1 0.104
H 4.022400 -2.847900 0.928300 0.0 0.0 -0.1 0.097
```
Positions in Å, forces in eV/Å.

As for the HOMO-LUMO gap: 7.5 eV. As for the HOMO energy: -0.1956 Ha. The energy above the lowest of the compared OMol25 structures with the same formula, charge and spin comes out at 47.6 kJ/mol. The net charge is -1. For the LUMO energy, the calculation gives 2.136 eV.

Record 2
This record from the Open Molecules 2025 dataset describes C55H65BBiBrN7O4P2 as an isolated structure at a distorted geometry. The level of theory is ωB97M-V/def2-TZVPD.

Structure (XYZ):
```
136
Properties=species:S:1:pos:R:3:forces:R:3:lowdin_charge:R:1
Bi 1.004482 -0.114362 -0.781761 -1.0 0.8 0.8 2.077
C 5.803214 -1.666986 -3.015044 -0.1 -0.1 -0.1 -0.004
C 4.978872 -1.133771 -1.899800 0.1 0.3 0.3 -0.240
C 5.419778 -0.453513 -0.779295 -0.3 -0.1 -0.2 0.048
C 4.287190 -0.162972 -0.018275 0.4 -0.2 -0.3 -0.206
N 3.213366 -0.628533 -0.678276 0.2 -0.1 0.6 -0.041
N 3.645569 -1.237696 -1.812059 0.6 -0.1 -0.4 0.022
B 2.734537 -2.131802 -2.664470 0.0 0.0 0.3 -0.570
N 1.672601 -1.215785 -3.320828 -0.4 -0.1 0.0 0.000
N 1.659634 0.100059 -2.952317 0.4 1.0 -0.6 -0.062
C 1.260786 0.823252 -4.020299 0.1 -0.5 -0.1 -0.272
C 0.904294 -0.066853 -5.033130 0.0 -0.4 0.2 0.007
C 1.187689 -1.340881 -4.557881 -0.3 0.5 -0.3 -0.251
C 1.067758 -2.650104 -5.239816 0.2 -0.1 0.0 0.008
C 1.600234 2.269620 -4.280814 0.0 0.3 0.0 -0.519
C 1.794049 3.152485 -3.051334 -0.1 -0.1 -0.1 -0.029
C 0.574978 2.910706 -5.222837 0.1 -0.1 0.2 -0.036
C 2.976073 2.174591 -4.976638 -0.1 0.0 0.0 -0.026
N 2.067236 -3.142560 -1.765809 0.1 -0.7 -0.1 0.006
N 1.060909 -2.760286 -0.956381 -0.5 0.1 0.3 0.018
C 0.619598 -3.854933 -0.334293 0.2 -0.2 -0.1 -0.243
C 1.373701 -4.959417 -0.748695 0.1 0.2 -0.1 0.039
C 2.289425 -4.467854 -1.655106 -0.3 -0.1 0.2 -0.256
C 3.333778 -5.212430 -2.401530 0.0 0.1 -0.1 -0.008
C -0.558681 -3.895190 0.591282 -0.1 0.2 0.1 -0.532
C -0.252216 -4.763299 1.817406 0.0 0.1 -0.2 -0.033
C -0.905798 -2.485019 1.041663 0.2 -0.4 -0.2 -0.091
C -1.741987 -4.503318 -0.172526 0.1 0.1 0.1 -0.028
C 4.349232 0.471081 1.341255 0.0 0.2 0.3 -0.523
C 3.093674 0.205797 2.165953 0.1 0.0 -0.2 -0.051
C 5.552709 -0.124388 2.092933 -0.1 0.0 -0.1 -0.043
C 4.590481 1.978765 1.182310 -0.1 -0.1 -0.1 -0.017
H 6.820110 -1.298926 -2.912436 0.0 0.0 0.0 0.088
H 5.836366 -2.754918 -3.008435 0.0 -0.1 0.0 0.083
H 5.404012 -1.352038 -3.975298 0.0 0.0 -0.1 0.087
H 6.435309 -0.211216 -0.543737 0.2 0.0 0.0 0.118
H 3.355733 -2.678938 -3.506806 0.3 -0.1 -0.2 0.123
H 0.515852 0.172157 -6.000768 0.0 0.1 -0.3 0.122
H 0.355169 -2.576645 -6.055289 0.0 0.0 -0.1 0.090
H 2.034876 -2.953480 -5.644360 0.0 -0.1 0.0 0.094
H 0.740083 -3.417129 -4.542382 0.0 -0.1 0.0 0.090
H 2.385088 2.649450 -2.293798 0.1 0.0 0.1 0.074
H 0.846333 3.450164 -2.621450 -0.1 0.1 0.0 0.066
H 2.309737 4.066632 -3.342194 0.1 0.0 -0.1 0.098
H -0.437652 2.764461 -4.856360 -0.1 0.0 0.0 0.045
H 0.758575 3.979070 -5.288347 0.1 0.1 -0.1 0.092
H 0.636506 2.494998 -6.223282 0.0 -0.1 -0.2 0.082
H 3.701949 1.764037 -4.279875 0.2 0.0 0.1 0.089
H 2.942440 1.536057 -5.855765 0.0 0.0 -0.1 0.087
H 3.305518 3.163223 -5.279878 0.1 0.2 0.0 0.091
H 1.268496 -5.976294 -0.431918 0.0 -0.2 0.1 0.114
H 3.281349 -6.261608 -2.126636 0.1 -0.1 0.0 0.086
H 3.186501 -5.124388 -3.475940 0.0 0.0 -0.1 0.082
H 4.324445 -4.832452 -2.161832 0.1 0.0 0.0 0.082
H 0.640587 -4.415254 2.331843 0.1 0.0 0.1 0.091
H -1.086548 -4.715422 2.512639 -0.1 0.0 0.1 0.084
H -0.107825 -5.803066 1.538255 0.1 -0.1 0.0 0.079
H -0.031814 -2.010964 1.474829 0.1 0.1 0.2 0.050
H -1.233662 -1.881671 0.204058 -0.1 0.2 -0.1 0.035
H -1.703336 -2.506872 1.781615 -0.1 0.1 0.1 0.088
H -1.522528 -5.526348 -0.468087 0.0 -0.1 -0.1 0.087
H -2.621398 -4.506138 0.465041 -0.2 0.0 0.1 0.072
H -1.959043 -3.919295 -1.064185 0.0 0.1 -0.1 0.090
H 2.845393 -0.854148 2.167815 0.0 -0.2 0.1 0.093
H 3.270785 0.529646 3.189377 0.0 0.0 0.1 0.084
H 2.248454 0.759564 1.784616 -0.1 0.1 0.1 0.027
H 5.524115 -1.211118 2.104811 0.0 -0.1 0.0 0.094
H 6.489082 0.191505 1.644787 0.2 0.0 0.0 0.076
H 5.537941 0.230495 3.119617 0.0 0.1 0.1 0.087
H 3.765137 2.447923 0.660784 0.0 0.1 0.0 0.061
H 4.684167 2.440030 2.160269 0.1 0.1 0.2 0.094
H 5.503247 2.160742 0.619524 0.2 0.0 0.0 0.088
Br -2.011469 0.877176 -3.350551 -0.2 -0.1 -0.3 0.909
C -1.613796 2.233210 -2.118637 -0.2 0.2 -0.1 -0.724
C -2.414982 3.364281 -2.048202 0.2 0.0 -0.1 -0.083
C -2.097616 4.316158 -1.090274 0.2 -0.2 0.0 -0.032
C -1.007218 4.102125 -0.261963 0.1 -0.1 -0.1 0.007
C -0.255251 2.946031 -0.449609 0.0 0.6 0.1 -0.229
N -0.556542 2.035952 -1.363433 0.2 -0.1 0.0 -0.008
C 1.026802 2.740552 0.324464 0.0 0.4 0.0 -0.608
O 1.283522 3.464015 1.258998 0.0 0.1 0.1 0.107
O 1.818060 1.834908 -0.155348 0.0 -0.7 -0.2 -0.267
H -3.248497 3.492792 -2.721774 -0.1 -0.1 0.0 0.113
H -2.702854 5.203592 -0.988967 0.0 0.1 0.0 0.121
H -0.707752 4.807878 0.498499 0.1 0.0 0.0 0.127
O -0.082671 0.407914 1.718347 0.5 -0.4 -0.5 -0.417
P -1.033053 1.001575 2.684925 -0.8 0.9 0.9 0.760
C -2.522818 1.703862 1.869363 0.3 -0.7 -0.1 -0.277
P -3.186802 0.609244 0.547441 -0.9 0.7 0.6 0.743
O -2.155436 0.157117 -0.402089 0.4 -0.6 -0.3 -0.422
C -4.452343 1.634825 -0.281507 0.3 -0.3 0.3 -0.264
C -4.747081 2.949432 0.052566 -0.1 -0.1 0.1 -0.100
C -5.646420 3.669955 -0.714478 0.0 0.1 0.1 -0.080
C -6.259241 3.081608 -1.806641 0.0 0.0 0.0 -0.070
C -5.990828 1.759259 -2.126436 0.1 0.0 0.0 -0.060
C -5.083199 1.040337 -1.368770 0.0 0.0 0.0 -0.089
C -4.123883 -0.770755 1.244289 0.2 0.4 -0.2 -0.268
C -4.196774 -1.899379 0.434179 0.1 0.1 0.0 -0.100
C -5.021198 -2.950376 0.785846 -0.1 -0.1 -0.1 -0.071
C -5.767629 -2.877815 1.949513 0.0 0.0 0.0 -0.061
C -5.677537 -1.762127 2.767970 -0.1 0.0 0.1 -0.062
C -4.866296 -0.698885 2.413872 0.0 -0.1 -0.1 -0.070
C -0.297296 2.348770 3.655982 -0.3 -0.4 -0.3 -0.274
C -0.771972 3.648651 3.727183 -0.1 -0.1 -0.1 -0.082
C -0.093053 4.580213 4.492488 -0.1 0.1 0.0 -0.067
C 1.047881 4.216280 5.185640 0.0 0.0 0.0 -0.062
C 1.515093 2.912598 5.126733 0.1 0.0 0.0 -0.056
C 0.839701 1.980336 4.364859 0.0 -0.1 0.0 -0.078
C -1.632690 -0.138329 3.959891 0.3 0.2 -0.3 -0.272
C -0.961132 -1.331392 4.181295 0.0 0.0 -0.2 -0.080
C -1.360609 -2.168738 5.207936 0.0 -0.1 0.1 -0.058
C -2.416880 -1.804129 6.026066 0.1 -0.1 0.0 -0.063
C -3.062373 -0.592646 5.832875 -0.1 0.1 0.1 -0.067
C -2.664658 0.244021 4.808401 0.0 0.0 0.0 -0.096
H -2.189066 2.615641 1.365760 -0.1 0.0 0.0 0.042
H -3.293963 1.953693 2.592806 -0.1 0.1 0.1 0.065
H -4.269183 3.422856 0.897387 0.0 0.1 0.1 0.100
H -5.863582 4.696146 -0.461858 0.0 0.1 0.0 0.110
H -6.947511 3.656610 -2.405131 -0.1 0.0 -0.1 0.109
H -6.481422 1.297266 -2.968524 0.0 -0.1 -0.1 0.111
H -4.840618 0.016011 -1.621955 -0.1 0.0 -0.1 0.103
H -3.596853 -1.939087 -0.464169 0.0 0.0 -0.1 0.102
H -5.092700 -3.821111 0.149441 0.0 0.0 0.0 0.111
H -6.427472 -3.690768 2.213222 0.0 -0.1 0.1 0.110
H -6.256049 -1.712407 3.676567 -0.1 0.0 0.1 0.109
H -4.811683 0.176951 3.042676 -0.1 0.1 0.1 0.096
H -1.666000 3.938136 3.193238 -0.1 0.1 -0.1 0.099
H -0.453179 5.596566 4.545527 0.0 0.1 0.0 0.108
H 1.564432 4.949726 5.784920 0.1 0.1 0.0 0.109
H 2.401861 2.628627 5.673272 0.1 0.0 0.0 0.110
H 1.179965 0.955137 4.301724 0.1 0.0 0.1 0.101
H -0.130993 -1.587923 3.541968 0.1 -0.1 0.0 0.093
H -0.843826 -3.100992 5.378755 0.1 -0.1 0.0 0.110
H -2.718040 -2.455362 6.831925 -0.1 -0.1 0.1 0.109
H -3.866650 -0.295431 6.488814 -0.1 0.0 0.1 0.110
H -3.145395 1.203392 4.678282 -0.1 0.1 0.0 0.105
```
Positions in Å, forces in eV/Å.

As for the HOMO-LUMO gap: 8.9 eV. As for the HOMO energy: -0.4005 Ha. The energy above the lowest of the compared OMol25 structures with the same formula, charge and spin comes out at 60.3 kJ/mol. The net charge is +1. For the LUMO energy, the calculation gives -2.024 eV.